ORCA calculation (the ωB97M-V functional and the def2-TZVPD basis) on one molecule with the formula C6H9N.

Positions of all 16 atoms, in Å:
C: 2.842 0.850 1.719
C: 1.744 0.185 1.352
C: 0.703 0.431 0.519
C: -0.050 -0.636 -0.133
C: -1.481 -0.247 -0.414
C: -1.858 0.509 -1.621
N: -2.119 -0.936 -1.533
H: 3.432 0.658 2.600
H: 3.411 1.522 1.117
H: 1.903 -0.769 1.869
H: -0.015 -1.619 0.370
H: 0.450 -0.789 -1.105
H: -2.080 -0.060 0.479
H: -1.091 0.795 -2.339
H: -2.691 1.207 -1.549
H: -3.102 -1.102 -1.332

Properties
highest occupied orbital energy (alpha / beta) = -8.4425 / -7.8003 eV
relative energy (zero: lowest compared OMol25 entry of this formula, charge and spin) = 6.0240 eV
E_tot = -288.5607 Eh
largest force on an atom = 2.64 eV/A
frontier orbital gap (alpha / beta) = 7.87 / 7.16 eV